# 1
# C2H2N2OSi

The molecule C2H2N2OSi in a non-equilibrium geometry (ωB97M-V/def2-TZVPD, the Open Molecules 2025 dataset).

Last column: natural (NBO) charge in e.
CARTESIAN COORDINATES (ANGSTROEM)
Si -0.76890 0.08380 0.10219  1.41
O 0.87109 0.43120 0.02191  -0.83
N -1.03650 -2.91092 -0.34082  -0.26
N 2.77977 1.93738 0.04975  -0.39
C -0.78428 -1.81873 -0.09081  -0.16
C 1.84018 1.28453 -0.01111  0.56
H -1.30115 0.64455 1.30239  -0.17
H -1.60021 0.34819 -1.03348  -0.17

Cartesian forces (eV/Å) of the 6 atoms listed first:
1.12 -1.58 -0.51
-0.05 0.20 -0.36
0.11 -0.22 0.00
0.45 0.59 -0.17
-0.10 1.33 0.57
-1.25 -1.07 0.39

Computed properties:
SMILES ... N#CO[SiH2]C#N
HOMO energy ... -11.7 eV
Kohn-Sham gap ... 11.40 eV
E_LUMO ... -0.3 eV



# 2
# C2H2N2PS

The ion C2H2N2PS with charge -1 in a non-equilibrium geometry (ωB97M-V/def2-TZVPD, the Open Molecules 2025 dataset).

Last column: natural (NBO) charge in e.
CARTESIAN COORDINATES (ANGSTROEM)
S -1.99337 -2.41529 -0.35432  -0.67
P -0.35240 -1.61675 -1.06319  0.81
N 0.35706 -1.12614 0.39080  -0.76
N -0.58226 1.23385 -1.15209  -0.53
C 0.08095 1.18186 -0.13449  -0.11
C 0.65677 0.10787 0.61194  0.08
H 0.49917 2.22574 0.33135  0.02
H 1.33408 0.40886 1.36999  0.15

Cartesian forces (eV/Å) of the 6 atoms listed first:
-0.40 -0.33 -0.55
-0.67 1.02 1.10
1.63 1.07 -0.39
-1.24 -1.88 -1.70
1.51 4.37 0.93
-0.99 -2.95 -0.17

Computed properties:
HOMO energy (spin up / spin down) ... -3.0 / -3.0 eV
Kohn-Sham gap (spin up / spin down) ... 6.70 / 6.70 eV
E_LUMO (spin up / spin down) ... 3.7 / 3.7 eV
Total charge ... -1



# 3
# C2H2N2S

A cluster of 2 separate species, C2H2N2S in total in a non-equilibrium geometry (ωB97M-V/def2-TZVPD, the Open Molecules 2025 dataset).

Last column: Löwdin spin population.
CARTESIAN COORDINATES (ANGSTROEM)
S 2.12464 1.89970 -0.91837  0.85
N 0.67510 1.90710 -1.16280  0.46
N -0.41551 1.80222 -1.39828  0.69
C -0.57482 -1.45831 0.25984  0.00
C -0.66491 -1.20350 1.42550  0.00
H -0.19131 -1.84642 -0.60904  0.00
H -0.95319 -1.10079 2.40317  0.00

Cartesian forces (eV/Å) of the 6 atoms listed first:
6.06 -0.42 0.85
2.60 1.73 1.29
-8.67 -1.34 -2.13
0.36 0.21 1.52
-0.29 -0.31 -1.47
0.24 -0.35 -1.80

Computed properties:
2S+1 ... 3
HOMO energy (spin up / spin down) ... -6.1 / -10.1 eV
Kohn-Sham gap (spin up / spin down) ... 7.07 / 7.05 eV
E_LUMO (spin up / spin down) ... 0.9 / -3.1 eV



# 4
# C2H2N3O2

The ion C2H2N3O2 with charge -1 in a non-equilibrium geometry (ωB97M-V/def2-TZVPD, the Open Molecules 2025 dataset).

Last column: natural (NBO) charge in e.
CARTESIAN COORDINATES (ANGSTROEM)
O -0.08058 1.45140 -2.00343  -0.74
O -1.02902 2.17090 -0.09768  -0.73
N -0.33071 0.06081 -0.18988  -0.50
N 0.73264 -1.67655 1.03963  -0.20
N -0.45326 -1.81404 1.28905  -0.33
C 0.77924 -0.41691 0.10192  0.16
C -0.44396 1.41774 -0.84404  0.87
H 1.84676 -0.12007 0.00131  0.16
H -1.02110 -1.07327 0.70312  0.33

Cartesian forces (eV/Å) of the 6 atoms listed first:
0.75 0.33 -1.22
-0.41 1.57 1.02
1.84 0.52 -0.79
-1.18 1.41 -1.02
-0.83 -1.75 0.94
1.05 -0.22 0.78

Computed properties:
SMILES ... [H]/N=N\C=N\C(=O)[O-]
HOMO energy ... -4.8 eV
Kohn-Sham gap ... 9.00 eV
E_LUMO ... 4.2 eV
Total charge ... -1



Record order is preserved below.
Energy relative to the best compared isomer or geometry (same formula, charge and spin): 6.72 187.60 170.12 156.42 kJ/mol